{
  "formula": "C16H19BN6OsSe",
  "method": "ωB97M-V/def2-TZVPD",
  "total_energy_ev": -94312.113,
  "gap_ha": [0.245, 0.137],
  "lumo_ev": [-6.90, -10.94],
  "de_lowest_ev": 1.306,
  "spin_multiplicity": 5,
  "charge": 2,
  "species": ["H", "N", "B", "N", "C", "Os", "H", "C", "H", "C", "H", "C", "H", "H", "H", "N", "N", "N", "N", "C", "C", "H", "H", "C", "C", "C", "C", "H", "H", "H", "H", "H", "Se", "C", "C", "C", "C", "C", "C", "H", "H", "H", "H", "H"],
  "xyz": [[1.8492, -2.3170, -1.8771], [1.6262, -0.2322, -1.6464], [1.6485, 2.3065, -1.8503], [2.1608, 0.8935, -2.3006], [3.0749, 0.4632, -3.1847], [-0.0177, -0.0489, -0.5988], [3.6415, 1.1971, -3.7651], [3.1041, -0.9242, -3.1713], [3.7112, -1.5983, -3.7517], [2.1791, -1.3446, -2.2170], [2.2580, 3.1727, -2.3684], [-1.3580, 0.1279, 2.2436], [-2.2022, -0.4318, 2.6634], [-1.4481, 0.4001, 1.1168], [-1.4720, 0.9528, 2.9834], [1.8731, 2.3331, -0.3219], [0.1113, 2.5034, -2.0549], [1.2744, 1.3887, 0.4646], [-0.7642, 1.6371, -1.3892], [2.5897, 3.1553, 0.4599], [-0.6218, 3.3854, -2.7825], [3.1232, 3.9471, 0.0028], [-0.1206, 4.1498, -3.3324], [2.4406, 2.7464, 1.7823], [-1.9924, 3.0586, -2.6256], [1.5954, 1.6408, 1.7696], [-2.0433, 1.9558, -1.7709], [2.8818, 3.1956, 2.6190], [-2.8432, 3.5500, -3.0553], [1.2081, 1.0572, 2.5830], [-2.8710, 1.3507, -1.3978], [-0.4441, -0.4156, 2.4046], [-1.3283, -1.8643, -0.8981], [-1.8898, -2.8817, 0.6639], [-0.9584, -3.3731, 1.5893], [-1.4058, -4.1661, 2.6601], [-2.7595, -4.5199, 2.7767], [-3.6718, -4.0584, 1.8070], [-3.2397, -3.2535, 0.7501], [0.0856, -3.1103, 1.4745], [-0.6982, -4.4829, 3.4132], [-3.1026, -5.1336, 3.6019], [-4.7221, -4.3192, 1.8912], [-3.9241, -2.8857, -0.0110]],
  "forces_ev_per_angstrom": [[0.23, 0.08, -0.19], [0.31, 0.76, -2.04], [0.10, 0.08, 0.54], [-0.58, -1.26, 0.34], [-0.54, 0.71, 0.35], [1.86, 0.50, 2.54], [-0.23, -0.46, 0.23], [-0.22, -1.04, 0.40], [0.09, 0.22, -0.10], [0.18, 1.42, 0.00], [0.11, 0.12, -0.26], [-0.95, 0.67, 0.30], [-0.01, -0.66, -1.09], [-0.46, -0.01, 1.98], [0.85, 0.29, -1.23], [-0.07, -0.52, 1.12], [-1.58, -0.35, -0.17], [-0.21, 0.09, 0.88], [-0.05, 1.68, -2.28], [-0.76, -1.00, 0.23], [-0.47, -1.78, 1.26], [0.46, 0.62, -0.09], [0.04, 0.36, -0.28], [-0.35, -0.27, -0.72], [0.68, -0.31, 0.36], [0.41, 0.72, -1.99], [1.41, 0.47, -0.07], [0.47, 0.49, 0.94], [-0.01, 0.16, -0.14], [0.03, -0.11, -0.03], [0.25, 0.40, -0.20], [0.35, -0.18, 0.18], [-1.80, -2.03, -0.74], [0.45, -0.01, -0.25], [-0.63, 1.14, -1.50], [-1.56, -1.09, 1.24], [0.27, 0.33, -0.50], [0.10, -1.39, 2.13], [1.65, 1.42, -1.33], [0.05, -0.09, 0.09], [0.02, -0.10, 0.06], [0.07, 0.09, -0.11], [0.07, 0.01, 0.00], [-0.04, -0.19, 0.14]],
  "lowdin_spin": [0.003, 0.056, 0.001, 0.006, 0.043, 2.035, 0.002, 0.014, 0.000, 0.030, 0.000, 0.043, 0.001, 0.018, 0.002, 0.006, 0.011, 0.099, 0.105, 0.021, 0.042, 0.001, 0.003, 0.007, 0.011, 0.023, 0.025, 0.001, 0.000, 0.001, 0.001, 0.010, 0.240, 0.079, 0.276, 0.226, 0.016, 0.248, 0.254, 0.016, 0.008, -0.003, 0.008, 0.010]
}